Record 1
A cluster of 2 separate species, C3H3Cl2NO in total in a non-equilibrium geometry, computed with ωB97M-V/def2-TZVPD.

- Relative energy (zero: lowest compared OMol25 entry of this formula, charge and spin): 0.835 eV
- SMILES: O=C=N/C=C/Cl.Cl
- Orbital gap: 9.16 eV
- E_HOMO: -8.92 eV

The geometry in XYZ format:
```
10
Properties=species:S:1:pos:R:3:forces:R:3
O -3.457 1.215 0.011 -1.24 0.07 0.49
C -2.319 1.033 0.039 4.74 -0.40 -1.34
N -1.114 0.897 -0.201 -2.72 0.44 -0.23
C 0.163 0.640 0.257 1.47 -0.52 1.30
C 1.289 0.408 -0.501 -4.54 1.09 0.57
Cl 2.775 0.112 0.229 0.61 -0.12 -0.15
H 0.191 0.622 1.368 0.45 -0.08 -0.80
H 1.037 0.500 -1.565 1.28 -0.34 0.14
Cl -2.025 -2.286 0.057 -0.68 0.60 2.28
H -2.396 -1.898 1.327 0.64 -0.74 -2.25
```
Positions in Å, forces in eV/Å.

***

Record 2
The ion C7H8O6S with charge -2 in a non-equilibrium geometry, computed with ωB97M-V/def2-TZVPD.

- Relative energy (zero: lowest compared OMol25 entry of this formula, charge and spin): 0.201 eV
- SMILES: C=C[C@](O)(/C=C(\C)C(=O)[O-])S(=O)(=O)[O-]
- Orbital gap: 7.39 eV
- Net charge: -2
- E_HOMO: -1.52 eV

The geometry in XYZ format:
```
22
Properties=species:S:1:pos:R:3:forces:R:3
C 0.890 2.317 1.214 2.40 -2.86 -0.92
C 1.429 1.163 0.661 -4.47 1.49 0.21
C 0.512 -0.072 0.111 2.35 1.78 0.75
O 0.836 -0.277 -1.266 -0.63 1.45 0.21
C -0.888 -0.006 0.550 0.83 0.33 -0.62
C -1.932 -0.468 -0.070 -3.02 -0.38 -1.90
C -1.940 -1.469 -1.245 1.47 -1.65 4.85
C -3.395 0.065 0.346 1.96 -0.35 0.64
O -3.406 1.098 1.045 -0.21 0.27 0.04
O -4.336 -0.628 -0.052 -0.98 -0.38 -0.49
S 1.329 -1.492 0.846 -0.08 -3.26 1.61
O 2.785 -1.262 0.875 -0.46 0.36 0.10
O 1.008 -2.550 -0.155 0.38 0.46 0.54
O 0.710 -1.772 2.151 0.74 0.64 -0.73
H 1.393 3.084 1.794 0.67 -0.03 -0.51
H -0.145 2.444 1.207 -1.67 -0.15 0.11
H 2.393 0.862 0.416 2.00 0.28 0.34
H 1.398 -1.053 -1.195 0.03 -0.67 -0.95
H -1.059 0.535 1.437 -0.16 0.78 0.84
H -2.794 -2.138 -0.956 0.94 0.00 0.08
H -0.904 -1.977 -1.126 -1.99 0.55 -1.39
H -2.357 -1.079 -2.090 -0.07 1.34 -2.81
```
Positions in Å, forces in eV/Å.

***

Record 3
A cluster of 3 separate species, C21H38Cl2NO8 in total in a non-equilibrium geometry, computed with ωB97M-V/def2-TZVPD.

- Orbital gap: 6.47 eV
- Net charge: +1
- E_HOMO: -11.29 eV

The geometry in XYZ format:
```
70
Properties=species:S:1:pos:R:3:forces:R:3
C -0.084 -3.039 -6.230 -0.39 0.36 0.16
C 0.023 -1.496 -6.551 1.08 -1.04 1.58
Cl -1.501 -0.694 -5.897 0.86 -0.20 -0.73
C 1.196 -0.903 -5.635 -2.06 -0.29 -0.26
Cl 2.605 -2.041 -5.433 -0.36 0.89 -0.32
O 1.551 0.354 -6.216 1.33 -0.26 1.16
C 2.552 1.007 -5.505 -0.14 0.30 0.92
O 3.577 1.391 -5.966 -0.73 -0.21 -0.07
C 2.252 1.277 -3.980 -0.63 -0.29 1.11
C 1.207 2.248 -3.589 1.67 -1.75 1.98
C 0.974 2.397 -2.151 0.35 -0.28 -3.11
N 1.698 1.644 -1.260 0.03 0.13 -0.38
C 2.686 0.751 -1.580 0.76 -0.72 -3.07
C 3.023 0.503 -2.991 -2.32 2.38 1.09
H 0.035 -3.221 -5.120 -0.11 0.34 -1.18
H -1.118 -3.379 -6.486 1.07 0.10 -0.08
H 0.723 -3.615 -6.755 -0.97 0.53 0.34
H 0.203 -1.264 -7.628 -0.42 -0.05 0.98
H 0.733 -0.806 -4.608 0.81 0.09 -1.00
H 0.623 2.812 -4.362 0.63 -0.62 1.04
H 0.172 3.114 -1.843 0.98 -0.98 0.37
H 1.470 1.770 -0.265 0.14 -0.12 -0.49
H 3.239 0.156 -0.810 -0.94 1.00 -0.40
H 3.805 -0.219 -3.314 -0.78 0.69 0.47
C -6.404 2.353 -1.197 0.03 -0.14 0.09
O -5.346 1.569 -0.679 0.18 0.26 0.04
C -4.238 1.509 -1.563 -0.29 -0.35 0.40
C -2.970 1.165 -0.799 0.05 0.16 -0.20
O -2.398 2.284 -0.120 0.05 -0.13 -0.04
C -3.092 2.729 1.048 0.24 0.10 0.18
C -2.926 1.797 2.237 -0.62 -0.05 -0.09
O -3.792 0.679 2.116 0.29 -0.13 -0.21
C -3.328 -0.441 2.845 -0.20 0.15 -0.03
H -6.780 1.926 -2.133 -0.03 0.11 -0.05
H -7.208 2.362 -0.463 0.07 -0.09 -0.01
H -6.073 3.384 -1.359 -0.03 0.01 -0.13
H -4.106 2.467 -2.080 0.06 0.01 -0.03
H -4.444 0.725 -2.302 0.17 0.05 -0.18
H -2.214 0.854 -1.528 -0.01 0.08 -0.04
H -3.119 0.325 -0.119 -0.24 0.08 0.03
H -4.142 2.928 0.830 -0.04 -0.24 0.07
H -2.634 3.688 1.307 0.07 -0.07 -0.04
H -3.195 2.328 3.158 0.22 0.13 0.03
H -1.880 1.469 2.301 0.04 0.03 0.00
H -2.350 -0.764 2.469 0.08 -0.01 0.11
H -4.037 -1.256 2.704 -0.02 0.12 0.00
H -3.261 -0.206 3.911 0.11 -0.09 0.04
C 5.153 -2.249 5.559 -0.11 -0.05 -0.14
O 3.914 -2.326 4.881 -0.01 0.29 0.06
C 2.824 -2.523 5.773 0.10 -0.16 -0.51
C 1.526 -2.059 5.133 -0.03 0.01 0.35
O 1.345 -0.644 5.186 0.12 -0.01 -0.31
C 2.158 0.126 4.309 -0.24 0.11 0.21
C 1.727 0.030 2.854 0.40 -0.32 0.05
O 2.201 -1.177 2.269 -0.21 -0.01 -0.12
C 1.422 -1.576 1.165 0.21 -0.11 0.40
H 5.359 -3.180 6.097 0.07 0.06 0.09
H 5.936 -2.087 4.818 -0.08 -0.06 -0.02
H 5.157 -1.403 6.254 0.04 -0.07 0.12
H 2.987 -1.974 6.706 -0.06 0.01 0.02
H 2.762 -3.596 5.990 -0.13 0.01 0.20
H 0.699 -2.476 5.714 0.04 0.11 0.04
H 1.418 -2.434 4.114 0.23 -0.02 -0.01
H 3.215 -0.113 4.437 -0.01 -0.14 -0.23
H 2.024 1.163 4.630 -0.09 -0.04 -0.02
H 2.163 0.866 2.287 -0.08 0.22 0.04
H 0.633 0.083 2.794 -0.02 0.01 0.04
H 0.388 -1.763 1.474 -0.08 0.10 -0.16
H 1.836 -2.503 0.769 0.06 0.09 0.02
H 1.446 -0.808 0.382 -0.20 0.01 -0.13
```
Positions in Å, forces in eV/Å.

***

Record 4
A structure of composition C2H2GdO2 in a non-equilibrium geometry, computed with ωB97M-V/def2-TZVPD.

- <S²>: 20.321
- Relative energy (zero: lowest compared OMol25 entry of this formula, charge and spin): 0.000 eV
- Orbital gap (spin up / spin down): 5.89 / 6.53 eV
- E_HOMO (spin up / spin down): -5.90 / -8.61 eV
- 2S+1: 9

The geometry in XYZ format:
```
7
Properties=species:S:1:pos:R:3:forces:R:3
H -1.721 0.588 -0.697 -0.55 -0.38 0.02
C -2.445 -0.074 -0.194 0.64 -1.00 2.28
C -3.727 0.138 0.122 0.66 -0.01 -0.19
H -4.090 1.135 -0.157 -0.42 -0.55 0.08
O -1.665 -1.104 0.426 -0.65 0.48 -1.27
O -2.422 -2.218 0.908 -0.68 0.82 0.26
Gd -4.307 -1.624 1.822 1.00 0.63 -1.18
```
Positions in Å, forces in eV/Å.

***

Record 5
The ion C19H26NO2 with charge +1, computed with ωB97M-V/def2-TZVPD.

- Relative energy (zero: lowest compared OMol25 entry of this formula, charge and spin): 0.000 eV
- SMILES: CC[NH+](CC)CCOC(=O)CCc1cccc2ccccc12
- Orbital gap: 8.71 eV
- Net charge: +1
- E_HOMO: -11.00 eV

The geometry in XYZ format:
```
48
Properties=species:S:1:pos:R:3:forces:R:3
C 2.846 2.106 -0.316 -0.05 -0.23 -0.05
C 2.194 0.944 -1.044 0.07 0.64 -0.26
N 2.063 -0.306 -0.248 -0.24 -0.39 -0.54
C 3.373 -0.949 0.080 0.53 -0.20 0.24
C 3.966 -0.609 1.440 -0.11 0.01 -0.16
C 1.133 -0.159 0.897 -0.49 -0.17 0.36
C 0.586 -1.507 1.373 0.38 0.13 0.00
O -0.570 -1.973 0.675 -0.19 -0.11 0.11
C -0.548 -2.239 -0.625 0.03 -0.17 0.08
O 0.402 -1.993 -1.347 -0.02 -0.11 -0.15
C -1.840 -2.833 -1.084 -0.16 0.06 -0.19
C -2.816 -1.706 -1.505 0.10 -0.05 0.08
C -2.911 -0.657 -0.429 -0.41 -0.08 0.11
C -3.636 -0.949 0.701 0.12 0.07 -0.36
C -3.705 -0.064 1.783 0.10 0.21 0.16
C -3.035 1.125 1.735 -0.10 -0.15 0.11
C -2.297 1.483 0.589 0.02 -0.19 -0.18
C -1.635 2.729 0.518 0.12 0.12 -0.09
C -0.954 3.104 -0.605 -0.02 0.05 0.20
C -0.897 2.234 -1.705 -0.19 -0.17 -0.14
C -1.505 1.007 -1.658 0.15 0.13 -0.21
C -2.229 0.588 -0.518 -0.08 0.18 0.28
H 2.308 2.363 0.592 -0.04 0.07 0.13
H 2.820 2.973 -0.970 -0.01 0.07 -0.05
H 3.886 1.906 -0.079 0.11 0.02 0.05
H 2.769 0.699 -1.940 -0.07 -0.13 0.07
H 1.187 1.231 -1.358 0.19 -0.25 0.09
H 1.541 -0.998 -0.875 0.32 0.43 0.41
H 3.244 -2.032 0.012 -0.09 0.10 -0.11
H 4.073 -0.657 -0.703 -0.15 -0.04 -0.05
H 3.393 -1.040 2.256 -0.04 -0.02 0.11
H 4.965 -1.035 1.483 0.05 -0.05 0.01
H 4.058 0.461 1.596 0.00 0.10 0.06
H 1.639 0.337 1.723 -0.02 -0.01 -0.10
H 0.291 0.465 0.583 0.13 0.04 -0.04
H 0.235 -1.413 2.403 0.14 0.02 -0.15
H 1.357 -2.283 1.331 -0.07 0.04 0.06
H -1.654 -3.488 -1.935 0.08 -0.02 0.09
H -2.275 -3.396 -0.260 0.03 -0.03 -0.05
H -3.795 -2.161 -1.660 0.04 0.02 -0.07
H -2.491 -1.286 -2.454 -0.07 -0.05 -0.01
H -4.171 -1.885 0.759 -0.06 -0.14 -0.02
H -4.288 -0.331 2.650 -0.05 0.00 0.10
H -3.074 1.817 2.563 -0.03 0.07 0.10
H -1.702 3.394 1.366 0.00 0.09 0.09
H -0.472 4.068 -0.662 0.02 0.12 0.03
H -0.390 2.549 -2.606 0.05 -0.01 -0.09
H -1.439 0.366 -2.524 -0.01 -0.05 -0.08
```
Positions in Å, forces in eV/Å.

***

no.,molecular weight (g/mol)
1,140.0
2,220.2
3,503.4
4,215.3
5,300.4